Formula: C4H10N4
Source: OMol25
Level of theory: wB97M-V/def2-TZVPD

Output
Calculated total energy = -377.10306 a.u.
Highest occupied orbital energy = -0.32509 Ha
Molecular weight = 114.2 u

Geometry as XYZ:
```
18
Properties=species:S:1:pos:R:3:forces:R:3
C 2.15791 0.90530 0.53552 2.864 0.904 -1.173
C 1.41470 0.37779 -0.68756 -4.449 1.817 -0.446
C -1.05808 -1.37652 0.41342 4.037 1.300 0.218
C -1.56042 -0.55200 -0.72072 -0.750 -1.524 0.227
H 3.31180 0.56471 0.29224 -2.742 0.818 1.590
H 1.78171 0.87539 1.54740 -0.237 -2.214 0.350
H 2.16144 1.99581 0.68954 0.468 0.319 -1.696
H 1.99801 0.44622 -1.61579 -0.091 0.611 0.347
H 0.28141 0.78392 -0.90530 3.065 0.411 0.601
H 1.98255 -1.39259 -0.36995 -0.895 -0.630 -0.633
H -1.59421 -1.88882 1.18906 -0.293 -0.141 0.184
H -0.92295 -0.94808 -1.53862 -1.162 1.113 -0.588
H -2.62073 -0.25893 1.39834 -1.474 3.783 -2.594
H -2.94970 2.09828 0.27207 -0.446 -4.923 1.209
N 1.06412 -1.00860 -0.67751 1.006 -2.714 3.049
N 0.26592 -1.50996 0.52900 -2.205 0.311 -1.855
N -2.55025 0.27969 -0.73437 2.500 -0.822 -1.554
N -3.16322 0.60837 0.38324 0.805 1.580 2.764
```
Positions in Å, forces in eV/Å.

Mulliken atomic charge list, values in e, 8 entries: -1.01, -0.34, -0.39, -0.12, 0.23, 0.32, 0.35, 0.33